No. 1
This record from the Open Molecules 2025 dataset describes C22H21AlN6O as an isolated structure. The level of theory is ωB97M-V with the def2-TZVPD basis set.

The geometry in XYZ format:
```
51
Properties=species:S:1:pos:R:3:forces:R:3
Al -0.287 0.083 0.141 0.03 -0.25 0.08
C 1.013 -4.135 -5.396 0.01 0.00 0.00
C 1.016 -3.357 -4.108 0.01 0.00 0.01
C 1.727 -3.784 -2.991 0.01 -0.02 -0.02
C 1.692 -3.077 -1.812 -0.04 0.02 0.06
C 0.952 -1.886 -1.644 0.07 -0.17 -0.04
N 0.955 -1.214 -0.448 -0.05 0.37 0.32
C 1.423 -1.901 0.704 -0.40 -0.31 -0.04
C 2.749 -1.901 1.109 -0.01 0.04 0.01
C 3.145 -2.565 2.259 0.06 0.03 -0.02
C 2.228 -3.236 3.058 0.04 -0.03 0.06
C 2.650 -3.898 4.341 0.00 -0.01 -0.01
C 0.893 -3.232 2.674 0.06 0.05 0.05
C 0.500 -2.588 1.514 0.10 0.11 -0.14
N -0.884 -2.632 1.157 -0.02 0.05 -0.05
C -1.757 -3.631 1.384 -0.05 -0.21 -0.02
C -2.997 -3.213 0.961 -0.01 -0.06 0.05
C -2.788 -1.912 0.490 0.09 0.03 0.03
N -1.515 -1.577 0.611 0.26 0.36 -0.25
C 0.228 -1.469 -2.781 -0.05 0.05 -0.18
C 0.277 -2.199 -3.968 -0.04 -0.02 0.02
N -0.581 -0.277 -2.801 0.11 0.04 -0.03
C -1.140 0.330 -3.869 0.10 0.00 -0.01
C -1.802 1.456 -3.433 -0.03 0.07 0.03
C -1.594 1.482 -2.057 0.00 -0.10 0.14
N -0.866 0.432 -1.697 -0.18 -0.13 0.35
H 1.923 -4.728 -5.495 0.00 0.00 0.00
H 0.951 -3.474 -6.261 -0.01 0.00 0.00
H 0.166 -4.823 -5.445 0.00 0.00 0.00
H 2.322 -4.689 -3.047 0.00 0.01 0.00
H 2.259 -3.440 -0.966 0.00 0.00 -0.01
H 3.466 -1.363 0.502 0.01 0.00 -0.01
H 4.187 -2.546 2.554 0.01 0.01 -0.01
H 3.723 -4.082 4.353 0.00 0.00 0.00
H 2.140 -4.852 4.483 0.00 0.00 0.00
H 2.411 -3.265 5.198 0.00 0.00 0.00
H 0.152 -3.701 3.311 -0.01 0.00 -0.03
H -1.427 -4.567 1.800 -0.01 0.00 0.01
H -3.917 -3.768 0.984 0.00 -0.01 0.01
H -3.490 -1.205 0.081 0.01 0.00 -0.02
H -0.295 -1.867 -4.823 -0.03 0.01 0.01
H -1.023 -0.050 -4.865 0.02 0.00 -0.01
H -2.345 2.161 -4.036 0.01 0.00 0.00
H -1.891 2.168 -1.278 -0.03 0.06 -0.12
O -0.418 1.109 1.391 -0.07 0.09 -0.15
C 3.175 4.142 -0.505 0.01 -0.02 0.05
C 2.203 3.088 -0.763 -0.03 0.11 0.06
N 1.417 2.276 -0.951 0.08 -0.16 -0.21
H 4.182 3.728 -0.512 0.00 0.01 0.00
H 2.983 4.589 0.469 -0.01 -0.02 0.01
H 3.101 4.912 -1.271 0.00 0.00 -0.01
```
Forces are in eV/Å.

Results
spin multiplicity = 1
DFT total energy = -1497.2242 hartree
HOMO energy = -6.7503 eV
total charge = 0
energy above the lowest of the compared OMol25 structures with the same formula, charge and spin = 0.0 kcal per mole

No. 2
This record from the Open Molecules 2025 dataset describes C22H21BMnN3O2S5Sb as an isolated structure. The level of theory is ωB97M-V with the def2-TZVPD basis set.

The geometry in XYZ format:
```
56
Properties=species:S:1:pos:R:3:forces:R:3
Mn 0.704 1.481 -0.067 0.73 -0.03 -0.44
S 6.540 1.566 1.761 0.00 0.37 -0.28
Sb 7.964 2.287 0.082 -0.32 0.47 -0.16
S -0.222 2.060 -2.018 -0.04 0.07 -0.40
S 1.705 1.189 -2.329 0.41 0.92 0.24
S 7.266 4.193 -1.001 0.07 -0.74 0.58
N 1.812 3.391 3.350 -1.01 -0.35 -0.03
C 2.865 4.255 3.055 1.21 -0.51 -0.25
C 2.870 5.501 3.607 -0.33 0.79 0.53
C 3.856 6.406 3.288 0.77 -0.79 -0.58
C 4.833 6.012 2.379 0.97 -0.48 -0.56
C 4.890 4.719 1.886 -0.26 -1.07 0.05
C 3.907 3.797 2.249 -0.65 0.30 -0.56
S 3.731 2.155 1.536 -0.04 0.05 -0.15
N 1.912 2.142 1.389 1.43 0.67 -0.30
C 1.256 2.706 2.332 -0.89 -2.30 0.70
C -0.137 2.148 2.486 -0.96 2.16 1.12
C -1.015 2.497 3.568 1.58 -0.44 -0.85
C -2.187 1.761 3.622 -1.39 0.24 0.78
C -2.658 0.962 2.565 1.72 0.52 -0.42
C -1.803 0.923 1.421 -1.27 -0.86 1.23
N -0.540 1.421 1.438 -2.01 -0.09 0.37
H 1.158 3.703 4.043 0.07 0.23 0.23
H 2.087 5.765 4.314 0.04 0.06 -0.06
H 3.919 7.314 3.819 -0.05 1.13 0.21
H 5.682 6.550 1.956 -0.43 0.85 0.77
H 5.739 4.382 1.279 -0.49 0.28 -0.01
H -0.710 3.278 4.330 -0.60 -1.35 -0.92
H -2.857 1.856 4.497 0.54 0.08 -0.50
H -3.625 0.434 2.696 0.91 0.45 -0.62
H -2.200 0.402 0.533 0.83 0.40 0.26
C -2.159 -5.988 -2.898 1.34 -1.04 1.26
C -3.185 -4.838 -3.054 1.34 0.68 2.41
C -4.523 -5.096 -2.259 1.33 0.44 -0.72
C -3.549 -4.662 -4.461 2.40 -0.99 -3.54
C -2.372 -3.635 -2.449 -0.07 0.46 -1.51
C -2.113 -3.625 -1.097 1.78 0.77 1.39
C -1.137 -2.780 -0.498 -0.95 0.60 -1.61
C -0.572 -1.811 -1.328 -0.60 -0.44 1.70
O 0.338 -0.792 -0.960 0.08 -1.46 -0.25
B 0.746 -0.310 -2.185 -1.15 -0.40 -1.56
O 0.097 -0.972 -3.272 1.37 1.79 0.18
C -0.781 -1.779 -2.683 -1.88 -2.97 -0.28
C -1.687 -2.714 -3.283 0.72 0.70 1.53
H -2.588 -6.979 -3.149 0.15 0.48 -0.09
H -1.764 -6.086 -1.817 -0.96 0.17 -1.48
H -1.175 -5.863 -3.459 -1.51 0.14 0.24
H -4.846 -6.134 -2.445 -0.20 0.63 0.20
H -5.205 -4.322 -2.608 -0.49 -0.40 -0.25
H -4.410 -4.854 -1.215 0.12 -0.53 0.47
H -3.966 -5.639 -4.771 -0.46 0.73 -0.17
H -2.599 -4.595 -5.210 -1.91 0.02 1.86
H -4.163 -3.803 -4.690 -0.45 -0.01 0.05
H -2.500 -4.385 -0.454 -0.40 -0.34 0.18
H -0.849 -2.852 0.528 -0.05 -0.06 0.49
H -1.782 -2.741 -4.345 -0.08 0.03 -0.48
```
Forces are in eV/Å.

Results
spin multiplicity = 4
DFT total energy = -4572.7779 hartree
HOMO energy (alpha / beta) = -6.5145 / -6.5143 eV
total charge = 0
energy above the lowest of the compared OMol25 structures with the same formula, charge and spin = 66.3 kcal per mole

No. 3
This record from the Open Molecules 2025 dataset describes C22H21Cl5FMnN3O5P as an isolated structure. The level of theory is ωB97M-V with the def2-TZVPD basis set.

The geometry in XYZ format:
```
59
Properties=species:S:1:pos:R:3:forces:R:3
Mn 1.617 -1.795 0.706 -0.01 0.84 0.07
C -5.778 -0.331 1.092 0.09 -0.05 -0.19
C -5.151 0.278 -0.161 -0.97 0.13 0.07
C -5.543 1.748 -0.293 0.12 -0.15 -0.27
C -4.932 2.330 -1.559 -0.17 0.00 0.17
C -3.447 2.151 -1.521 0.05 0.30 -0.27
C -2.621 3.021 -2.203 -0.14 -0.36 0.19
C -1.243 2.837 -2.178 0.39 -0.28 0.36
F -0.465 3.678 -2.876 -0.10 -0.09 0.04
C -0.664 1.840 -1.433 -0.09 0.35 -0.27
C -1.485 0.956 -0.718 -0.27 0.04 0.20
C -0.893 -0.080 0.095 0.02 -0.24 0.21
O 0.379 -0.012 0.395 -0.64 0.08 -0.33
C -1.760 -1.111 0.517 0.67 -0.25 -0.21
C -3.115 -0.944 0.372 -0.10 0.54 -0.15
N -3.686 0.152 -0.150 0.46 -0.60 0.07
C -2.893 1.082 -0.790 0.73 0.24 -0.08
C -1.315 -2.492 1.043 -0.30 0.36 0.08
O -2.179 -3.312 1.271 -0.20 0.06 -0.01
O -0.060 -2.650 1.170 0.19 -0.35 0.32
H -6.800 0.022 1.183 -0.10 0.03 -0.04
H -5.235 -0.022 1.982 0.05 0.03 0.12
H -5.815 -1.415 1.056 0.04 -0.09 0.06
H -5.517 -0.256 -1.047 0.05 0.05 0.07
H -5.198 2.294 0.586 0.00 0.06 0.08
H -6.628 1.826 -0.333 0.02 -0.09 0.07
H -5.177 3.386 -1.666 0.00 -0.03 -0.04
H -5.340 1.806 -2.428 -0.04 0.05 -0.04
H -3.039 3.833 -2.777 -0.05 0.10 -0.06
H 0.403 1.687 -1.439 0.11 0.03 0.02
H -3.744 -1.745 0.728 -0.10 0.02 0.05
Cl 3.832 -3.234 1.083 0.49 -0.35 0.43
C 3.591 -3.224 -0.656 -0.53 0.50 -0.66
C 2.583 -2.355 -1.088 0.65 -0.66 -0.33
C 2.366 -2.362 -2.468 0.32 -0.15 0.77
Cl 1.131 -1.337 -3.087 -0.40 0.33 -0.17
C 3.096 -3.161 -3.346 0.03 0.07 0.07
Cl 2.788 -3.109 -5.032 0.00 -0.02 -0.10
C 4.092 -4.004 -2.848 -0.03 0.03 0.16
Cl 5.007 -4.982 -3.915 0.05 -0.06 -0.03
C 4.343 -4.049 -1.473 0.05 -0.01 -0.14
Cl 5.545 -5.092 -0.830 0.08 -0.04 0.03
N 5.809 -0.058 2.067 0.35 -0.45 0.49
C 4.945 0.911 1.363 -1.09 0.42 0.07
P 3.433 0.808 2.503 -0.29 0.17 -1.14
O 4.026 0.883 3.855 0.37 0.29 0.30
O 2.683 -0.434 2.119 -0.38 0.01 -0.37
C 2.310 2.260 2.082 0.94 -0.32 0.37
N 0.933 1.747 2.160 -0.40 -0.61 -0.32
H 6.816 0.059 1.916 -0.27 -0.06 -0.01
H 5.528 -1.020 1.823 0.16 0.15 0.08
H 5.553 0.099 3.082 0.35 -0.18 -0.15
H 4.752 0.608 0.336 0.05 -0.12 0.05
H 5.402 1.898 1.385 0.06 -0.04 0.08
H 2.504 2.635 1.077 -0.03 -0.05 0.01
H 2.476 3.059 2.810 -0.05 -0.08 -0.12
H 0.730 0.970 1.318 -0.11 0.45 0.46
H 0.234 2.491 2.103 0.15 -0.14 0.09
H 0.818 1.232 3.040 -0.23 0.18 -0.19
```
Forces are in eV/Å.

Results
spin multiplicity = 6
DFT total energy = -5284.5494 hartree
HOMO energy (alpha / beta) = -10.7050 / -10.8461 eV
total charge = +1
energy above the lowest of the compared OMol25 structures with the same formula, charge and spin = 26.0 kcal per mole

No. 4
This record from the Open Molecules 2025 dataset describes one molecule with the formula C22H21ClN4O. The level of theory is ωB97M-V with the def2-TZVPD basis set.

The geometry in XYZ format:
```
49
Properties=species:S:1:pos:R:3:forces:R:3
O 1.163 2.416 -2.171 -0.01 2.16 -3.12
C 0.805 1.697 -1.296 1.58 -0.80 2.20
C 1.658 1.685 -0.073 -1.53 -0.74 1.62
C 2.769 2.496 0.189 0.32 -2.41 -0.36
C 3.644 2.049 1.185 -0.45 2.69 -0.66
C 3.342 1.013 2.056 -0.94 -0.84 0.71
C 2.131 0.340 1.980 -2.42 0.00 -2.55
C 1.288 0.752 0.898 1.47 0.53 0.18
C 0.137 -0.073 0.785 2.80 0.00 1.94
C -0.558 -0.089 -0.306 -1.46 -0.53 -1.71
N -0.163 0.763 -1.405 -2.67 -1.95 0.41
C -1.061 0.787 -2.602 1.29 2.80 -0.32
C -1.882 -0.435 -2.892 -1.30 -0.59 0.87
N -3.286 -0.095 -2.739 -1.81 -2.24 -2.39
C -3.751 0.479 -1.511 0.49 1.65 -1.15
C -3.024 1.810 -1.291 0.91 0.95 1.18
C -2.063 2.049 -2.474 -1.25 -3.45 0.15
C -2.950 2.023 -3.740 -0.41 1.35 0.16
C -3.708 0.684 -3.923 0.48 1.90 4.12
N 0.160 -0.904 1.896 0.32 0.79 0.61
N 1.461 -0.788 2.578 -1.19 5.44 -2.69
C 2.120 -1.829 3.061 0.54 -3.25 2.84
C 2.010 -1.930 4.472 -0.08 -1.27 1.20
C 2.399 -3.122 5.099 0.43 0.43 -0.04
C 3.023 -4.155 4.381 -0.63 0.50 -0.37
Cl 3.272 -5.709 5.159 0.22 0.58 -0.26
C 3.211 -4.006 3.014 -1.57 1.35 -1.05
C 2.651 -2.876 2.308 0.82 -0.74 3.58
H 3.122 3.166 -0.557 -0.02 0.79 -0.30
H 4.464 2.801 1.253 -0.04 -1.49 0.66
H 3.931 0.727 2.861 1.65 -0.20 1.12
H -1.299 -0.908 -0.294 0.11 0.98 -1.27
H -0.404 0.986 -3.475 -0.17 0.06 0.66
H -1.678 -1.301 -2.261 0.33 0.11 0.08
H -1.809 -0.805 -3.919 0.44 0.27 0.14
H -4.814 0.694 -1.521 -0.30 -0.37 -0.42
H -3.596 -0.209 -0.752 0.46 -1.29 1.68
H -3.716 2.649 -1.310 -0.26 0.08 0.04
H -2.541 1.891 -0.279 -0.13 -0.25 -0.91
H -1.565 2.966 -2.381 0.97 1.11 0.02
H -2.243 2.284 -4.502 -0.07 0.07 -1.13
H -3.719 2.824 -3.646 0.74 -0.17 -0.22
H -4.767 0.829 -3.847 -0.70 0.29 0.20
H -3.585 0.251 -4.836 1.00 -1.69 -2.34
H -0.315 -1.773 1.871 0.25 -0.98 0.27
H 1.448 -1.191 5.142 1.00 -0.81 -1.57
H 2.214 -3.255 6.159 0.01 -0.03 -0.06
H 3.531 -4.797 2.382 0.52 -0.75 -0.07
H 2.541 -2.860 1.273 0.25 -0.04 -1.67
```
Forces are in eV/Å.

Results
spin multiplicity = 1
DFT total energy = -1605.2627 hartree
HOMO energy = -7.0228 eV
total charge = 0
energy above the lowest of the compared OMol25 structures with the same formula, charge and spin = 0.0 kcal per mole